No. 1
The following is a DFT calculation (wB97M-V/def2-TZVPD) of a molecular structure, C17H27FNO2P2Sm.

```
! wB97M-V def2-TZVPD RIJCOSX def2/J DEFGRID3
* xyz 2 6
Sm 0.34 -0.20 0.46
P -2.24 -0.86 0.88
C -2.10 -2.47 -0.11
C -1.39 -2.33 -1.46
N -0.45 -1.34 -1.62
C 0.21 -1.25 -2.81
C -0.06 -2.13 -3.85
C -1.00 -3.14 -3.70
C -1.67 -3.23 -2.48
C 1.25 -0.13 -3.02
P 2.07 0.52 -1.46
H -2.40 -4.01 -2.28
H 0.49 -1.99 -4.78
H -1.21 -3.85 -4.52
H 2.07 -0.44 -3.69
H 0.75 0.77 -3.44
H -1.54 -3.17 0.56
H -3.15 -2.82 -0.23
H 2.74 -3.27 2.39
O 2.23 -4.11 2.44
H 2.87 -4.80 2.20
H 4.74 0.14 1.86
O 5.26 -0.55 2.30
H 6.04 -0.08 2.67
C 3.51 -0.59 -1.23
H 4.22 -0.55 -2.08
H 4.04 -0.34 -0.29
H 3.15 -1.63 -1.09
C 2.69 2.17 -1.80
H 3.15 2.57 -0.88
H 3.41 2.23 -2.63
H 1.83 2.82 -1.99
C -3.72 -0.04 0.25
H -4.65 -0.62 0.35
H -3.81 0.94 0.77
H -3.54 0.21 -0.81
C -2.57 -1.39 2.59
H -2.61 -0.49 3.23
H -3.49 -1.97 2.74
H -1.71 -1.96 2.96
F 0.08 5.45 3.72
C 0.09 4.30 2.97
C 1.11 3.38 3.22
C 1.11 2.21 2.44
C 0.11 2.05 1.48
C -0.90 2.96 1.24
C -0.92 4.14 2.01
H 1.86 3.58 3.99
H 1.89 1.45 2.59
H -1.67 2.77 0.48
H -1.68 4.92 1.89
*
```

## Properties
Strongest force on any atom = 3.561 eV/Å
Energy = -2309.16482 Eh
Lowest unoccupied orbital energy (spin up / spin down) = -7.3 / -6.7 eV
HOMO-LUMO gap (spin up / spin down) = 6.894 / 7.531 eV

No. 2
The following is a DFT calculation (wB97M-V/def2-TZVPD) of a molecular structure, C17H27HgN6OS6SbSe2.

```
! wB97M-V def2-TZVPD RIJCOSX def2/J DEFGRID3
* xyz -2 1
Hg 0.95 -0.93 -0.70
C 4.42 -1.73 2.98
Se 2.95 -0.58 2.42
C 2.53 0.15 4.19
C 2.11 1.62 4.15
Se 1.16 2.21 2.55
C 2.72 2.88 1.57
H 4.07 -2.56 3.58
H 5.17 -1.16 3.53
H 4.86 -2.11 2.06
H 3.44 0.04 4.79
H 1.74 -0.44 4.64
H 2.97 2.29 4.27
H 1.40 1.82 4.95
H 3.19 3.70 2.11
H 2.35 3.25 0.61
H 3.42 2.07 1.39
S -1.43 1.08 4.53
C -2.53 0.50 3.37
N -2.29 0.07 2.15
C -3.44 -0.33 1.50
C -3.47 -0.84 0.19
C -4.68 -1.18 -0.38
C -5.87 -1.03 0.34
C -5.86 -0.54 1.64
C -4.64 -0.20 2.21
S -4.27 0.44 3.78
H -2.53 -1.00 -0.34
H -4.70 -1.57 -1.38
H -6.82 -1.30 -0.12
H -6.78 -0.44 2.20
S 2.23 -5.26 -1.83
Sb 2.31 -3.85 0.06
S 3.32 -1.80 -0.81
S 0.00 -2.92 0.28
C 2.37 -1.77 -4.39
N 1.49 -2.80 -3.88
C 0.24 -2.60 -3.47
N -0.38 -3.67 -2.95
S -0.58 -1.10 -3.57
H 2.98 -2.18 -5.19
H 3.01 -1.39 -3.59
H 1.77 -0.95 -4.77
H 1.94 -3.62 -3.45
H 0.24 -4.40 -2.56
H -1.15 -3.42 -2.34
C -2.02 3.54 -1.86
N -0.73 2.90 -1.84
C 0.14 2.79 -3.00
C 1.12 1.70 -2.55
O 2.11 1.39 -3.16
N 0.66 1.18 -1.35
C -0.40 1.89 -0.99
N -1.08 1.72 0.14
H -2.06 4.22 -2.71
H -2.17 4.15 -0.96
H -2.84 2.83 -1.95
H 0.67 3.72 -3.21
H -0.39 2.45 -3.89
H -0.97 0.89 0.74
H -1.96 2.19 0.27
*
```

## Properties
Strongest force on any atom = 0.493 eV/Å
Energy = -8653.66627 Eh
Relative energy (zero: lowest compared OMol25 entry of this formula, charge and spin) = 0.0 kJ/mol
Lowest unoccupied orbital energy = 3.9 eV
HOMO-LUMO gap = 5.504 eV

No. 3
The following is a DFT calculation (wB97M-V/def2-TZVPD) of C17H27N3O in the gas phase.

```
! wB97M-V def2-TZVPD RIJCOSX def2/J DEFGRID3
* xyz 0 1
C 0.47 7.00 -2.45
C 0.56 5.75 -1.58
C 1.97 5.15 -1.60
C 2.14 3.96 -0.65
C 1.34 2.73 -1.07
C 1.63 1.54 -0.15
C 0.81 0.31 -0.54
C 1.21 -0.95 0.22
C 1.06 -0.82 1.74
C -0.31 -0.35 2.13
O -0.58 0.74 2.57
N -1.32 -1.28 1.97
N -1.09 -2.51 1.52
C -2.01 -3.38 1.37
C -3.47 -3.16 1.70
C -1.59 -4.67 0.84
C -2.45 -5.54 0.17
C -1.97 -6.74 -0.31
C -0.63 -7.04 -0.12
N 0.21 -6.23 0.50
C -0.25 -5.09 0.97
H 1.17 7.76 -2.11
H -0.53 7.41 -2.43
H 0.72 6.76 -3.49
H -0.16 5.02 -1.93
H 0.30 6.01 -0.55
H 2.68 5.93 -1.33
H 2.21 4.83 -2.62
H 3.20 3.70 -0.62
H 1.84 4.26 0.35
H 0.27 2.95 -1.03
H 1.59 2.47 -2.10
H 1.39 1.82 0.87
H 2.69 1.30 -0.20
H 0.93 0.13 -1.61
H -0.25 0.53 -0.37
H 0.59 -1.78 -0.12
H 2.25 -1.19 -0.01
H 1.24 -1.80 2.19
H 1.78 -0.10 2.13
H -2.25 -0.96 2.23
H -3.57 -2.56 2.60
H -3.97 -4.11 1.87
H -3.97 -2.64 0.88
H -3.49 -5.27 0.01
H -2.62 -7.43 -0.84
H -0.21 -7.97 -0.49
H 0.46 -4.46 1.48
*
```

## Properties
Strongest force on any atom = 1.340 eV/Å
Energy = -903.48083 Eh
Relative energy (zero: lowest compared OMol25 entry of this formula, charge and spin) = 139.4 kJ/mol
Lowest unoccupied orbital energy = 0.3 eV
HOMO-LUMO gap = 9.071 eV

No. 4
The following is a DFT calculation (wB97M-V/def2-TZVPD) of a molecular structure, C17H27N3OPtSi.

```
! wB97M-V def2-TZVPD RIJCOSX def2/J DEFGRID3
* xyz -2 1
Pt -0.59 0.77 -0.31
O -0.23 -2.24 -0.31
C 0.24 -2.98 -1.19
C -0.47 -4.15 -1.68
C 0.05 -5.01 -2.61
C 1.33 -4.81 -3.17
C 2.03 -3.69 -2.75
C 1.55 -2.78 -1.81
C 2.36 -1.63 -1.43
N 1.98 -0.52 -0.83
C 3.08 0.27 -0.72
C 4.17 -0.34 -1.26
N 3.71 -1.57 -1.69
H -1.45 -4.30 -1.26
H -0.54 -5.87 -2.92
H 1.73 -5.48 -3.91
H 3.00 -3.50 -3.22
H 3.01 1.25 -0.27
H 5.21 -0.05 -1.35
H 4.24 -2.27 -2.18
C -0.19 1.31 4.65
Si -0.55 1.69 2.80
C 0.56 3.18 2.43
C -2.37 2.20 2.78
C -0.21 0.28 1.67
H -0.40 2.18 5.29
H 0.86 1.04 4.79
H -0.80 0.48 5.00
H 0.16 4.11 2.84
H 0.66 3.28 1.35
H 1.55 3.02 2.86
H -2.52 3.25 3.07
H -2.95 1.58 3.47
H -2.76 2.05 1.77
H -0.79 -0.61 1.94
H 0.85 0.00 1.71
C -3.31 3.57 -0.75
C -1.98 3.29 -1.49
C -0.95 4.36 -1.05
C -2.24 3.46 -3.00
N -1.55 1.96 -1.32
H -3.72 4.56 -1.01
H -3.14 3.54 0.33
H -4.03 2.79 -1.00
H -1.29 5.39 -1.25
H -0.01 4.18 -1.56
H -0.77 4.26 0.02
H -2.55 4.48 -3.23
H -3.01 2.76 -3.32
H -1.32 3.23 -3.55
*
```

## Properties
Strongest force on any atom = 0.910 eV/Å
Energy = -1312.21607 Eh
Lowest unoccupied orbital energy (spin up / spin down) = 5.1 / 5.1 eV
HOMO-LUMO gap (spin up / spin down) = 4.353 / 4.364 eV

No. 5
The following is a DFT calculation (wB97M-V/def2-TZVPD) of a molecular structure, C17H28B2Cl10F8LiN6.

```
! wB97M-V def2-TZVPD RIJCOSX def2/J DEFGRID3
* xyz -1 1
Li 0.36 1.30 -0.20
B 1.78 1.37 2.19
F 1.41 2.25 3.32
F 0.60 0.61 1.75
F 2.33 2.05 1.07
F 2.63 0.34 2.68
B -0.46 -0.82 -1.47
F -1.26 0.42 -0.96
F -1.11 -1.95 -1.03
F -0.36 -0.70 -2.91
F 0.80 -0.60 -0.87
C -1.37 2.09 -4.19
Cl 0.06 1.59 -5.22
Cl -1.36 3.86 -3.80
H -2.32 1.92 -4.76
H -1.38 1.44 -3.31
C 0.61 1.37 5.93
Cl 1.48 0.47 7.27
Cl -1.08 1.78 6.32
H 1.13 2.30 5.68
H 0.63 0.60 5.23
C 1.44 -2.28 1.87
Cl 3.14 -2.64 1.61
Cl 0.49 -3.76 1.75
H 1.29 -1.96 2.85
H 1.14 -1.56 1.15
C 2.86 -1.25 -4.18
Cl 3.79 -1.44 -2.71
Cl 3.50 0.05 -5.20
H 2.90 -2.16 -4.73
H 1.78 -1.13 -3.93
C 5.39 -0.41 0.89
Cl 5.80 -1.99 0.14
Cl 6.81 0.68 0.80
H 4.53 0.00 0.33
H 5.13 -0.68 1.90
C -2.46 5.38 0.22
C -1.25 4.44 0.28
N -0.33 3.75 0.26
H -2.81 5.71 1.20
H -3.23 4.84 -0.33
H -2.17 6.23 -0.35
C 2.67 3.20 -3.56
C 1.93 2.52 -2.58
N 1.29 1.99 -1.85
H 3.64 3.38 -3.18
H 2.12 4.16 -3.75
H 2.72 2.61 -4.46
C -2.62 -0.18 3.39
C -3.37 0.93 2.83
N -3.91 1.86 2.37
H -3.08 -0.51 4.32
H -1.56 0.10 3.51
H -2.60 -1.05 2.79
C 1.17 -4.05 -1.49
C 1.59 -4.53 -2.80
N 1.96 -4.87 -3.82
H 1.67 -4.48 -0.64
H 0.10 -3.95 -1.32
H 1.55 -3.04 -1.43
C -3.04 -4.71 0.92
C -3.43 -4.19 2.26
N -3.74 -3.64 3.23
H -2.31 -4.02 0.49
H -3.96 -4.80 0.34
H -2.67 -5.70 1.12
C -4.26 -0.05 -0.20
C -5.03 0.67 -1.16
N -5.57 1.31 -1.93
H -4.87 -0.32 0.62
H -3.56 0.66 0.15
H -3.69 -0.82 -0.71
*
```

## Properties
Strongest force on any atom = 5.531 eV/Å
Energy = -6451.82066 Eh
Lowest unoccupied orbital energy = 2.1 eV
HOMO-LUMO gap = 10.503 eV

No. 6
The following is a DFT calculation (wB97M-V/def2-TZVPD) of a molecular structure, C17H28BrCoO9.

```
! wB97M-V def2-TZVPD RIJCOSX def2/J DEFGRID3
* xyz 1 4
Co -2.18 -2.16 -0.68
Br -3.10 -5.45 -3.56
O -1.19 3.06 1.48
C -1.28 4.32 1.60
O -2.34 5.03 1.31
C -2.17 6.46 1.33
C -0.63 6.57 1.32
C -0.25 5.30 2.05
H -2.84 6.83 2.11
H -2.42 7.01 0.43
H -0.22 7.50 1.70
H -0.24 6.44 0.31
H -0.39 5.26 3.13
H 0.77 4.93 1.98
O -0.02 -5.29 3.58
C 0.44 -5.93 4.53
O -0.27 -6.77 5.29
C 0.37 -7.27 6.42
C 1.61 -6.39 6.48
C 1.83 -5.78 5.10
H 0.69 -8.30 6.30
H -0.20 -7.16 7.35
H 2.45 -7.04 6.77
H 1.56 -5.66 7.28
H 2.42 -6.41 4.44
H 2.29 -4.79 5.08
O 3.22 -1.13 -1.35
C 4.36 -0.76 -1.12
O 5.29 -1.55 -0.49
C 6.53 -0.92 -0.41
C 6.40 0.34 -1.23
C 4.93 0.58 -1.42
H 7.30 -1.58 -0.81
H 6.77 -0.69 0.63
H 6.88 0.26 -2.20
H 6.83 1.20 -0.71
H 4.68 0.72 -2.47
H 4.48 1.37 -0.83
O -2.67 1.66 -4.60
C -2.26 2.41 -5.54
O -1.36 3.39 -5.38
C -0.88 3.94 -6.56
C -1.84 3.49 -7.60
C -2.52 2.27 -7.05
H 0.09 3.49 -6.73
H -0.77 5.02 -6.44
H -1.35 3.26 -8.55
H -2.57 4.25 -7.87
H -2.02 1.32 -7.22
H -3.58 2.08 -7.21
C -6.86 -3.45 1.60
O -5.98 -2.40 1.44
H -6.48 -4.47 1.50
H -7.25 -3.43 2.62
H -7.69 -3.27 0.91
H -6.35 -1.69 1.98
*
```

## Properties
Strongest force on any atom = 4.766 eV/Å
Energy = -5298.04776 Eh
Relative energy (zero: lowest compared OMol25 entry of this formula, charge and spin) = 999.8 kJ/mol
Lowest unoccupied orbital energy (spin up / spin down) = -6.0 / -6.5 eV
HOMO-LUMO gap (spin up / spin down) = 5.743 / 5.308 eV

No. 7
The following is a DFT calculation (wB97M-V/def2-TZVPD) of a molecular structure, C17H28GdIN4OSi.

```
! wB97M-V def2-TZVPD RIJCOSX def2/J DEFGRID3
* xyz -2 8
C 1.43 4.47 3.00
I 2.81 4.12 1.79
H 1.30 3.17 2.76
H 0.93 5.18 2.48
H 2.21 4.48 3.79
C 2.80 -3.89 -0.63
C 3.38 -3.33 0.45
N 2.65 -2.16 0.70
C 1.66 -1.96 -0.24
N 1.76 -3.08 -1.06
H 3.04 -4.83 -1.15
H 4.17 -3.63 1.06
C -2.76 2.43 -1.99
C -2.10 1.00 -0.34
N -2.06 1.28 -1.70
H -3.88 3.76 -0.63
N -2.86 2.01 0.16
H -2.85 2.79 -3.03
Gd -0.25 -0.37 -0.78
C 1.41 1.74 0.74
O 0.74 0.77 1.13
C -3.27 2.91 -0.83
C -3.22 2.15 1.56
H -4.11 2.78 1.66
H -2.40 2.62 2.13
H -3.41 1.16 1.99
C -1.46 0.42 -2.71
H -1.94 0.55 -3.68
H -1.60 -0.67 -2.45
H -0.38 0.65 -2.88
C 0.84 -3.36 -2.10
H 0.89 -2.60 -2.92
H -0.20 -3.36 -1.71
H 1.08 -4.36 -2.53
C 2.89 -1.31 1.84
H 3.19 -0.30 1.52
H 3.70 -1.76 2.43
H 1.99 -1.22 2.46
C -1.45 -5.46 1.88
Si -2.39 -4.92 0.36
C -1.86 -5.93 -1.12
C -4.24 -4.96 0.59
C -1.91 -3.24 0.02
C -1.57 -1.99 -0.17
H -1.75 -6.47 2.19
H -1.64 -4.76 2.71
H -0.37 -5.46 1.69
H -2.31 -6.93 -1.08
H -2.18 -5.44 -2.05
H -0.77 -6.05 -1.16
H -4.52 -4.52 1.56
H -4.72 -4.37 -0.20
H -4.62 -5.98 0.55
*
```

## Properties
Strongest force on any atom = 11.680 eV/Å
Energy = -2310.99557 Eh
Lowest unoccupied orbital energy (spin up / spin down) = 4.2 / 4.4 eV
HOMO-LUMO gap (spin up / spin down) = 1.399 / 7.192 eV

No. 8
The following is a DFT calculation (wB97M-V/def2-TZVPD) of a molecular structure, C17H28IrN7Se4Te.

```
! wB97M-V def2-TZVPD RIJCOSX def2/J DEFGRID3
* xyz 2 5
Ir -0.99 1.43 -0.08
Se -0.43 3.21 1.47
Se -2.13 4.76 1.57
Te -2.74 5.18 -0.83
Se -2.67 2.92 -1.67
N 3.38 -0.13 4.38
C 3.78 -0.22 2.92
C 2.55 -0.21 2.02
N 1.85 1.05 1.88
H 4.18 -0.16 5.00
H 2.76 -0.90 4.62
H 2.88 0.74 4.56
H 4.36 -1.13 2.79
H 4.42 0.64 2.71
H 1.84 -0.96 2.39
H 2.88 -0.54 1.03
H 2.38 1.76 1.38
H 1.48 1.45 2.74
C -2.13 -1.67 3.44
C -2.69 -0.39 3.45
C -2.33 0.54 2.47
C -1.42 0.20 1.47
C -0.85 -1.08 1.48
C -1.21 -2.01 2.46
H -2.42 -2.39 4.20
H -3.40 -0.12 4.21
H -2.77 1.53 2.51
H -0.10 -1.35 0.73
H -0.77 -3.00 2.44
Se 2.16 -2.27 -2.03
N 3.24 -1.03 -2.72
C 2.74 0.15 -2.39
C 3.30 1.40 -2.74
C 2.67 2.56 -2.29
C 1.52 2.48 -1.53
N 0.93 1.30 -1.18
C 1.52 0.14 -1.59
N 1.02 -1.05 -1.29
H 4.19 1.43 -3.36
H 3.07 3.53 -2.53
H 1.04 3.38 -1.16
N -2.69 -2.06 -3.41
C -1.46 -1.22 -3.72
C -1.54 0.06 -2.91
N -1.60 -0.23 -1.47
C -2.80 -1.03 -1.16
C -2.79 -2.34 -1.93
H -2.68 -2.92 -3.94
H -3.52 -1.54 -3.70
H -1.43 -1.03 -4.79
H -0.59 -1.81 -3.43
H -2.41 0.65 -3.20
H -0.65 0.66 -3.12
H -0.75 -0.78 -1.25
H -3.69 -0.45 -1.41
H -2.83 -1.25 -0.10
H -3.70 -2.92 -1.75
H -1.93 -2.94 -1.65
*
```

## Properties
Strongest force on any atom = 1.048 eV/Å
Energy = -11025.38085 Eh
Relative energy (zero: lowest compared OMol25 entry of this formula, charge and spin) = 130.9 kJ/mol
Lowest unoccupied orbital energy (spin up / spin down) = -5.1 / -7.1 eV
HOMO-LUMO gap (spin up / spin down) = 5.510 / 5.339 eV

No. 9
The following is a DFT calculation (wB97M-V/def2-TZVPD) of C17H28N2O2 in the gas phase.

```
! wB97M-V def2-TZVPD RIJCOSX def2/J DEFGRID3
* xyz 0 1
C -4.13 -2.95 5.63
C -2.81 -2.46 5.04
C -2.91 -2.15 3.55
C -3.82 -0.96 3.25
O -3.80 -0.59 1.88
C -2.73 0.09 1.39
C -2.75 0.31 0.01
C -1.74 1.01 -0.61
C -0.67 1.51 0.13
C 0.43 2.27 -0.57
N 0.93 1.52 -1.71
C 1.82 2.31 -2.54
C 2.21 1.50 -3.78
N 2.82 0.22 -3.47
C 4.21 0.31 -3.05
C 5.10 0.28 -4.31
O 4.79 -0.83 -5.11
C 1.95 -0.51 -2.56
C 1.58 0.29 -1.31
C -0.65 1.29 1.49
C -1.67 0.59 2.13
H -3.98 -3.25 6.67
H -4.49 -3.82 5.08
H -4.88 -2.18 5.60
H -2.05 -3.23 5.18
H -2.48 -1.57 5.58
H -1.91 -1.93 3.16
H -3.28 -3.02 3.01
H -3.57 -0.11 3.89
H -4.87 -1.23 3.43
H -3.58 -0.08 -0.56
H -1.76 1.17 -1.68
H 1.24 2.50 0.15
H 0.03 3.22 -0.94
H 2.72 2.62 -1.99
H 1.29 3.21 -2.86
H 1.31 1.29 -4.36
H 2.89 2.08 -4.40
H 4.45 1.20 -2.46
H 4.45 -0.58 -2.45
H 4.96 1.21 -4.88
H 6.15 0.20 -4.03
H 3.83 -0.90 -5.11
H 1.03 -0.73 -3.11
H 2.43 -1.45 -2.29
H 2.49 0.49 -0.71
H 0.89 -0.29 -0.70
H 0.17 1.67 2.09
H -1.61 0.45 3.19
*
```

## Properties
Strongest force on any atom = 0.447 eV/Å
Energy = -924.54045 Eh
Relative energy (zero: lowest compared OMol25 entry of this formula, charge and spin) = 266.6 kJ/mol
Lowest unoccupied orbital energy = 0.8 eV
HOMO-LUMO gap = 9.143 eV